No. 1
Entry from the OMol25 dataset: C4H5CuLiO as an isolated structure at a distorted geometry (the ωB97M-V functional and the def2-TZVPD basis).

Each line ends with the natural charge from an NBO analysis.
Cartesian coordinates (Å):
C -1.32281 -0.75048 -0.35929  -0.13
C -2.25896 -1.51154 -0.18937  -0.22
H -3.05521 -2.22323 -0.04797  0.27
C 0.17093 -0.15155 -0.86270  -0.45
C 0.77765 1.01629 -0.09666  -0.08
O 1.13810 0.77674 1.17543  -1.10
Cu -0.09816 -0.74937 2.03923  0.91
H 0.15979 0.04561 -1.94389  0.27
H 0.83159 -1.01199 -0.66479  0.21
H -0.38060 1.39522 -0.29820  0.17
H 1.55559 1.50817 -0.71225  0.18
Li 2.48209 1.65614 1.96046  0.99

The calculation puts the HOMO energy at -12.676 eV. For the molar mass, the calculation gives 139.57 g/mol. As for the largest force on an atom: 0.111 hartree/bohr. As for the charge: +1. As for the multiplicity: 1. The electronic energy comes out at -51111.113 eV.

No. 2
Entry from the OMol25 dataset: a single C15H15N5OS3 molecule at a distorted geometry (the ωB97M-V functional and the def2-TZVPD basis).

Each line ends with the natural charge from an NBO analysis.
Cartesian coordinates (Å):
C 1.56706 1.45424 3.84475  -0.73
H 2.46224 1.92887 4.23211  0.23
H 1.24396 1.94329 2.93065  0.24
H 0.78421 1.45225 4.59750  0.21
S 2.03460 -0.26035 3.45616  0.23
C 0.41823 -0.88215 3.00870  -0.19
C -0.39984 -1.41035 3.99446  -0.20
C -1.64223 -1.92733 3.67340  -0.20
C -2.07282 -1.92792 2.35672  -0.19
C -1.26622 -1.40867 1.36151  -0.24
C -0.01994 -0.88631 1.68585  0.18
N 0.78127 -0.33525 0.67578  -0.24
C 1.11215 -0.82972 -0.54875  0.18
N 1.86342 0.07305 -1.15361  -0.38
N 1.97298 1.09039 -0.31143  -0.04
N 1.35569 0.87329 0.76461  -0.05
S 0.65215 -2.38603 -1.13062  0.33
C 1.22247 -2.26737 -2.86322  -0.60
H 2.24453 -1.89540 -2.86492  0.25
H 1.16820 -3.28617 -3.24309  0.26
C 0.24443 -1.36935 -3.61795  0.66
O -0.76116 -1.80391 -4.13245  -0.62
N 0.61373 -0.07148 -3.63342  -0.62
H 1.39665 0.20649 -3.04526  0.43
C -0.35675 0.97630 -3.90514  -0.26
C -0.82576 1.54899 -2.60671  -0.20
C -0.37432 2.65673 -1.95927  -0.25
C -0.93730 2.81771 -0.67258  -0.25
C -1.79706 1.81969 -0.35270  -0.42
S -1.95081 0.66630 -1.62254  0.42
H -2.35671 1.68094 0.55131  0.24
H -0.69642 3.63299 -0.01520  0.23
H 0.34265 3.33622 -2.38303  0.23
H 0.11271 1.75492 -4.51155  0.22
H -1.17885 0.51643 -4.45957  0.25
H -1.60077 -1.39858 0.33561  0.24
H -3.03973 -2.33142 2.09977  0.22
H -2.27103 -2.33420 4.45033  0.22
H -0.04561 -1.41711 5.01379  0.23

The calculation puts the HOMO energy at -8.806 eV. As for the structure (SMILES): CSc1ccccc1-n1nnnc1SCC(=O)NCc1cccs1. For the molar mass, the calculation gives 377.52 g/mol. As for the largest force on an atom: 0.033 hartree/bohr. As for the multiplicity: 1. The electronic energy comes out at -57801.452 eV.

No. 3
Entry from the OMol25 dataset: a 2-piece molecular cluster, C3H9ClN3 overall at a distorted geometry (the ωB97M-V functional and the def2-TZVPD basis).

Each line ends with the natural charge from an NBO analysis.
Cartesian coordinates (Å):
C -1.73646 -1.57406 0.34449  0.34
C -1.14006 -0.18089 -0.33424  -0.48
C 2.31242 1.04692 -0.32253  0.35
N 2.20282 1.81138 -1.42221  -0.77
N 1.41493 0.26350 0.18141  -0.81
N -2.39977 -1.54203 1.52994  -0.67
Cl -1.05888 -0.35794 -2.06712  0.04
H -1.43507 -2.44930 -0.15124  0.23
H -1.91399 0.63975 0.08334  0.23
H 3.34679 1.07963 0.16282  0.17
H 1.26313 2.02816 -1.58086  0.39
H 2.87496 2.56630 -1.59267  0.42
H 1.79832 -0.28404 0.95836  0.37
H -0.17253 -0.02821 0.08053  0.31
H -2.71499 -0.62488 2.00804  0.45
H -2.64162 -2.39430 2.12194  0.46

The calculation puts the HOMO energy at -13.087 eV. For the molar mass, the calculation gives 122.58 g/mol. As for the largest force on an atom: 0.135 hartree/bohr. As for the charge: +1. As for the multiplicity: 1. The electronic energy comes out at -20241.179 eV.